Density functional theory data (ωB97M-V/def2-TZVPD) for a structure of composition C57H47BrCaN5O3.

Each line ends with the Mulliken charge.
Positions of all 114 atoms, in Å:
1 Ca -0.222 0.214 1.317  2.73
2 C -1.979 4.436 1.137  -0.50
3 O -2.932 3.514 0.598  -0.52
4 C -2.213 2.329 0.302  1.48
5 N -1.022 2.317 0.978  -0.82
6 C -0.625 3.715 0.987  -0.24
7 C 0.358 4.041 2.079  -0.29
8 C 0.082 3.709 3.404  -0.27
9 C 1.000 3.985 4.405  -0.74
10 C 2.208 4.600 4.097  -0.68
11 C 2.488 4.942 2.783  -0.74
12 C 1.566 4.660 1.781  0.08
13 C -3.091 1.109 0.391  -1.66
14 C -4.283 1.247 -0.504  0.72
15 C -4.787 -0.086 -0.939  -1.32
16 C -4.191 -1.230 -0.536  -0.56
17 C -3.050 -1.185 0.303  -0.96
18 N -2.563 0.009 0.783  -0.15
19 C -2.102 -2.258 0.404  0.43
20 N -0.882 -2.097 0.796  0.65
21 C -0.214 -3.400 0.690  -1.06
22 C -1.218 -4.211 -0.153  -0.59
23 O -2.457 -3.480 -0.015  -0.51
24 C 1.162 -3.401 0.057  -0.65
25 C 1.897 -4.510 0.196  -0.50
26 C 3.043 -4.834 -0.659  -0.83
27 C 3.482 -3.968 -1.570  -1.06
28 C 2.941 -2.581 -1.589  -0.21
29 C 1.561 -2.304 -0.893  1.58
30 H -2.221 4.616 2.186  0.42
31 H -2.031 5.374 0.585  0.19
32 H -0.172 4.015 0.026  0.31
33 H -0.855 3.216 3.640  0.42
34 H 0.773 3.732 5.433  0.73
35 H 2.922 4.817 4.881  0.43
36 H 3.423 5.429 2.536  0.40
37 H 1.787 4.925 0.753  0.42
38 H -5.074 1.800 0.017  0.33
39 H -5.648 -0.128 -1.594  0.42
40 H -4.545 -2.190 -0.885  0.80
41 H -0.133 -3.834 1.694  0.72
42 H -1.372 -5.228 0.196  0.46
43 H -0.942 -4.209 -1.209  0.36
44 H 1.560 -5.277 0.887  0.50
45 H 3.472 -5.823 -0.579  0.48
46 H 4.277 -4.229 -2.256  0.47
47 H 2.973 -2.138 -2.586  0.44
48 H 0.725 -2.061 -1.552  -0.50
49 Br 6.371 -1.380 -1.282  -0.11
50 C 4.631 -0.677 -1.084  -0.73
51 C 4.326 0.553 -1.479  -1.01
52 C 2.941 1.020 -1.416  0.56
53 C 1.946 0.275 -0.916  -0.82
54 C 2.207 -1.042 -0.230  0.57
55 C 3.606 -1.619 -0.562  -0.64
56 N 0.605 0.711 -0.862  1.82
57 C 0.115 1.342 -1.864  -1.65
58 C -1.254 1.810 -2.130  0.69
59 C -1.557 1.640 -3.449  -1.21
60 C -2.932 1.640 -3.896  -0.59
61 C -3.921 1.833 -3.025  -1.34
62 C -3.657 2.210 -1.607  0.00
63 N -2.216 2.255 -1.251  -0.09
64 H 5.082 1.212 -1.882  0.50
65 H 2.727 2.016 -1.787  0.65
66 H 2.039 -0.933 0.858  0.13
67 H 4.000 -2.193 0.276  0.74
68 H 0.743 1.447 -2.752  0.71
69 H -0.765 1.404 -4.144  0.59
70 H -3.154 1.422 -4.932  0.44
71 H -4.959 1.775 -3.332  0.51
72 H -4.071 3.201 -1.418  0.39
73 C 6.425 0.702 2.054  -0.59
74 C 5.761 1.871 1.715  -0.83
75 C 4.392 1.975 1.913  -0.10
76 C 3.680 0.915 2.465  0.00
77 C 4.349 -0.267 2.781  -0.21
78 C 5.714 -0.371 2.578  -0.77
79 C 2.248 1.106 2.785  0.82
80 C 1.535 0.383 3.616  -0.84
81 C 0.409 0.031 4.356  0.38
82 C -0.371 -1.102 4.010  -0.49
83 C -1.514 -1.416 4.718  -0.43
84 C -1.897 -0.642 5.808  -0.73
85 C -1.115 0.446 6.195  -0.66
86 C 0.021 0.783 5.494  -0.54
87 H 7.492 0.619 1.898  0.44
88 H 6.311 2.708 1.305  0.47
89 H 3.872 2.896 1.677  0.28
90 H 3.795 -1.094 3.213  0.47
91 H 6.230 -1.288 2.833  0.42
92 H 1.792 2.001 2.341  0.21
93 H -0.037 -1.760 3.213  0.85
94 H -2.100 -2.280 4.432  0.49
95 H -2.789 -0.892 6.364  0.42
96 H -1.404 1.035 7.055  0.44
97 H 0.625 1.631 5.787  0.68
98 C -0.245 -1.518 -4.522  -1.21
99 C -1.448 -1.803 -3.654  0.46
100 O -1.336 -1.850 -2.444  0.14
101 C -2.757 -2.084 -4.302  0.55
102 C -3.069 -1.643 -5.585  -0.57
103 C -4.320 -1.899 -6.125  -0.92
104 C -5.257 -2.622 -5.398  -0.49
105 C -4.941 -3.090 -4.128  -0.69
106 C -3.699 -2.816 -3.582  0.09
107 H 0.609 -1.286 -3.887  -0.22
108 H -0.429 -0.687 -5.203  0.39
109 H -0.020 -2.392 -5.135  0.49
110 H -2.347 -1.086 -6.167  0.45
111 H -4.562 -1.542 -7.117  0.43
112 H -6.228 -2.831 -5.825  0.41
113 H -5.663 -3.673 -3.571  0.44
114 H -3.431 -3.176 -2.595  0.34

Values from the calculation:
Total charge: +1
HOMO-LUMO gap (spin up / spin down) in eV: 5.82 / 6.32
HOMO level (spin up / spin down) in hartree: -0.3536 / -0.3539
Multiplicity: 1
Molar mass in u: 970.017